{
  "formula": "C39H47F18IO10S",
  "method": "ωB97M-V with the def2-TZVPD basis set",
  "elements": ["C", "C", "I", "C", "C", "C", "C", "C", "C", "F", "F", "C", "F", "F", "C", "F", "F", "C", "F", "F", "S", "F", "F", "F", "F", "F", "C", "O", "C", "C", "F", "F", "C", "C", "C", "C", "C", "C", "F", "F", "F", "C", "C", "C", "O", "H", "H", "H", "H", "H", "H", "H", "H", "H", "H", "H", "H", "H", "H", "H", "C", "C", "O", "C", "C", "O", "H", "H", "H", "H", "H", "H", "H", "H", "C", "C", "O", "C", "C", "O", "H", "H", "H", "H", "H", "H", "H", "H", "C", "C", "O", "C", "C", "O", "H", "H", "H", "H", "H", "H", "H", "H", "C", "C", "O", "C", "C", "O", "H", "H", "H", "H", "H", "H", "H", "H"],
  "coordinates": [[-3.236602, 3.729576, -0.153026], [-2.864803, 3.212578, 1.287582], [-1.181113, 4.306302, 2.173603], [-2.682879, 1.648519, 1.413561], [-2.184019, 0.929901, 0.132697], [-2.729290, -0.254251, -0.282082], [-3.884576, -0.979866, 0.497602], [-3.484502, -1.380151, 1.966271], [-3.423915, -2.908076, 2.246152], [-4.457508, -3.542943, 1.559037], [-3.733931, -3.092758, 3.591164], [-2.100657, -3.630345, 1.799866], [-2.343488, -4.904572, 1.369604], [-1.605747, -2.954656, 0.692743], [-0.909710, -3.566669, 2.879436], [0.239196, -3.541041, 2.121330], [-1.034515, -2.370941, 3.523256], [-0.872426, -4.844622, 3.789184], [-2.106636, -5.335618, 4.107274], [-0.296619, -5.834330, 3.036081], [0.111123, -4.722082, 5.389322], [1.129425, -3.612139, 4.800839], [1.163865, -5.871816, 4.865433], [-0.785556, -5.942583, 6.016997], [-0.892569, -3.634836, 6.036494], [0.959939, -4.693737, 6.774382], [-2.239206, -1.012403, -1.544279], [-2.847744, -1.939128, -2.027519], [-0.945294, -0.575113, -2.276667], [-0.257353, -1.409719, -3.389230], [-1.121716, -2.098893, -4.205832], [0.492722, -0.584500, -4.234156], [0.781521, -2.346202, -2.679606], [0.451795, -3.729771, -2.370271], [1.429905, -4.561954, -1.696809], [2.719091, -4.001660, -1.326447], [3.028700, -2.626581, -1.656467], [4.383870, -2.008162, -1.262203], [5.410119, -2.469281, -2.069955], [4.364372, -0.643292, -1.417090], [4.763247, -2.341711, 0.011168], [2.072639, -1.784424, -2.340922], [-0.393263, 0.603884, -1.892368], [-1.014797, 1.460303, -0.748261], [-0.502229, 2.539916, -0.573715], [-3.630055, 2.946061, -0.841883], [-4.070351, 4.476536, -0.024144], [-2.379302, 4.312954, -0.563085], [-3.729623, 3.478334, 1.950529], [-1.939312, 1.413114, 2.225837], [-3.659291, 1.243708, 1.791941], [-4.704360, -0.194027, 0.579538], [-4.307764, -1.797670, -0.123678], [-2.543983, -0.838883, 2.251395], [-4.269444, -0.956860, 2.651028], [-0.549278, -4.135295, -2.648960], [1.223955, -5.618465, -1.417373], [3.460039, -4.649222, -0.807641], [2.291913, -0.728062, -2.607132], [0.554413, 0.974202, -2.370620], [-6.374100, 0.880798, -3.984971], [-6.890201, -0.417815, -3.401496], [-6.483617, -0.568975, -2.036006], [-7.152264, -0.061766, -0.987759], [-8.224705, 0.969100, -1.226200], [-6.834419, -0.381233, 0.129903], [-6.783268, 1.747053, -3.461496], [-6.638944, 0.959592, -5.040711], [-5.287736, 0.935597, -3.888767], [-7.972446, -0.523311, -3.501002], [-6.448128, -1.256219, -3.940926], [-7.786848, 1.965088, -1.153685], [-8.985970, 0.855562, -0.455056], [-8.735529, 0.861277, -2.180494], [7.493053, -6.133451, 4.322232], [7.392257, -6.466845, 2.848270], [6.080079, -6.193928, 2.344251], [5.679675, -4.988236, 1.897767], [6.525494, -3.778483, 2.199084], [4.621294, -4.883616, 1.333133], [7.325845, -5.070724, 4.505594], [8.478228, -6.399185, 4.709818], [6.733346, -6.676404, 4.887838], [8.153532, -5.962004, 2.250057], [7.550907, -7.537093, 2.709109], [6.172634, -3.315521, 3.121093], [6.416235, -3.071555, 1.379496], [7.589013, -3.993445, 2.279647], [0.202690, 5.000696, -5.233975], [1.304924, 4.880564, -4.202662], [1.293544, 3.589962, -3.580781], [1.909602, 2.509094, -4.077147], [2.403759, 2.528197, -5.498415], [1.993224, 1.509868, -3.405550], [0.333698, 4.284441, -6.047211], [0.182941, 6.005422, -5.659593], [-0.767546, 4.790956, -4.779525], [2.291145, 5.108143, -4.612410], [1.130115, 5.600693, -3.402408], [1.631038, 2.120922, -6.151123], [3.292305, 1.900534, -5.560559], [2.698998, 3.514616, -5.849011], [3.196235, 7.020588, 3.462420], [3.109195, 6.633541, 2.000672], [1.782988, 6.819418, 1.494295], [1.314352, 7.984926, 1.009863], [2.091722, 9.250798, 1.266926], [0.252355, 8.015615, 0.446517], [2.973226, 8.078601, 3.611613], [4.195171, 6.820493, 3.854084], [2.468028, 6.457042, 4.049068], [3.840976, 7.158026, 1.382530], [3.324029, 5.569153, 1.896668], [1.715659, 9.724137, 2.174158], [1.939759, 9.922877, 0.423016], [3.166030, 9.099844, 1.349887]],
  "forces_ev_per_a": [[-0.2104, 1.1812, 0.7634], [-0.9477, -0.4643, -0.0717], [-0.6312, -0.2446, -0.3272], [0.8053, 0.3531, 0.0011], [-0.1094, -1.0777, -1.0550], [-0.0387, -0.5387, 0.3984], [0.1241, 1.5834, -0.4977], [-0.2108, 0.5444, -0.1250], [-1.6322, 0.5209, -0.1436], [1.1373, 0.6099, 0.6204], [0.9442, -0.2644, -1.1266], [0.4201, -0.0112, -0.6820], [0.3162, 1.0916, 0.8090], [-0.7653, -0.4586, 1.1599], [-0.1403, 0.4303, -1.7685], [-0.9581, -0.0811, 1.4135], [0.3067, -1.2073, -0.0936], [-0.5366, -1.8745, -0.9487], [1.0475, 1.4494, -0.3573], [-0.5590, 1.3503, 0.6204], [2.0468, -1.9553, 2.2138], [-1.3980, -0.4185, 0.3216], [-0.9199, 1.2122, 0.5252], [0.7398, 1.3439, -0.4168], [0.8145, -0.6976, -1.0764], [-0.9013, 0.1786, -1.1417], [1.0213, 0.2315, -0.9139], [-0.3561, 0.1350, 0.7388], [-0.4330, 1.6252, 0.6435], [1.0387, -0.5114, 0.6695], [0.6019, 0.5487, 0.8255], [-1.1032, -0.4871, 0.7107], [0.6839, -1.3011, 0.1854], [1.3965, 0.7513, 0.4210], [0.6810, 1.8938, -0.1537], [-1.1514, 0.6206, -0.9013], [-1.3222, -0.1875, -0.2292], [0.1640, -0.3986, -0.5943], [-0.9538, 0.4766, 0.7122], [0.2218, -1.4650, 0.5947], [-0.5397, 0.8497, -1.2542], [-0.6269, -1.7601, 0.4309], [-0.6507, -0.8621, 0.2891], [0.3402, -0.6030, -0.2344], [-0.3644, -0.0593, 0.2878], [0.6224, 0.3830, 0.5321], [0.7637, -0.6707, -0.1746], [-0.6911, -0.8324, -0.0858], [1.0473, -0.2231, -0.4176], [-0.6584, 0.3488, -0.6802], [0.8578, 0.1660, -0.7529], [0.9706, -1.2548, -0.0909], [0.4352, 0.4976, 0.6085], [-0.6828, -0.9492, -0.1940], [0.6403, -0.7678, -0.5116], [0.9857, 0.4357, 0.2714], [0.0364, 1.0026, -0.3762], [-0.6373, 0.7419, -0.3511], [-0.0805, -0.9847, 0.2947], [-1.2750, -0.0240, 0.7632], [0.0229, 0.1970, 0.1150], [0.0248, 0.1963, -0.2277], [0.1579, -0.4467, 0.1545], [-0.0592, 0.3092, 0.1591], [-0.5489, -0.2378, -0.1207], [-0.1265, -0.0369, -0.3088], [-0.0755, -0.0353, -0.0708], [0.0201, -0.0232, 0.0342], [-0.0472, -0.1075, -0.0625], [0.0157, 0.0874, 0.0931], [0.0543, -0.0391, 0.2521], [-0.0043, -0.0394, -0.0218], [0.2116, 0.0950, 0.1115], [0.1576, 0.1369, -0.0894], [-0.0762, 0.1588, 0.1096], [0.0996, 0.0735, 0.2256], [-0.1436, -0.3979, -0.3020], [-0.2168, 0.3896, 0.1033], [0.4662, 0.0831, -0.3831], [0.2653, -0.4045, 0.1678], [0.0969, -0.0194, -0.0379], [-0.0350, -0.0096, -0.0211], [0.0770, -0.0593, -0.0732], [-0.0707, 0.0796, 0.0385], [-0.2049, 0.0538, -0.1104], [0.0105, -0.0367, -0.0239], [-0.2023, -0.0109, 0.1449], [-0.0367, -0.0460, 0.2298], [-0.0703, -0.1661, -0.1451], [-0.1551, 0.1622, -0.2094], [0.0866, -0.0652, 0.4838], [-0.0407, -0.1433, -0.2983], [0.5862, 0.2045, -0.0622], [0.3379, 0.5175, -0.0899], [0.0635, 0.0822, -0.0156], [0.0020, -0.0254, 0.0401], [0.0757, 0.0919, 0.0563], [-0.0280, -0.1194, -0.0510], [0.0200, -0.2368, 0.1225], [0.0110, 0.0107, 0.0452], [-0.2083, -0.1627, 0.0303], [-0.2129, 0.0341, -0.0590], [-0.0861, 0.1667, 0.0979], [0.0961, 0.0661, 0.2270], [-0.1387, -0.3910, -0.2630], [-0.2394, 0.3384, 0.0895], [0.4669, 0.1061, -0.3886], [0.2480, -0.2631, 0.1057], [0.0974, -0.0133, -0.0330], [-0.0360, -0.0140, -0.0189], [0.0814, -0.0614, -0.0719], [-0.0722, 0.0802, 0.0348], [-0.2143, 0.0387, -0.1202], [0.0210, -0.0347, -0.0240], [-0.2226, -0.0132, 0.1313], [-0.0279, -0.0214, 0.2221]],
  "orbital_gap_ev": 8.035,
  "smiles": "C[C@H](I)CC1=C(CCC(F)(F)C(F)(F)C(F)(F)C(F)(F)S(F)(F)(F)(F)F)C(=O)C(C(F)(F)c2cccc(C(F)(F)F)c2)=CC1=O.CCOC(C)=O.CCOC(C)=O.CCOC(C)=O.CCOC(C)=O",
  "homo_ev": -8.7,
  "charge": 0,
  "lumo_energy_ev": -0.699
}